(1)
Here is C6H12S in the gas phase in a non-equilibrium geometry from the OMol25 dataset. Energies are from ωB97M-V/def2-TZVPD.

XYZ file:
```
19
Properties=species:S:1:pos:R:3:lowdin_charge:R:1
C 2.528 -0.488 -0.683 -0.057
C 1.194 0.198 -0.409 -0.343
C 0.906 1.254 -1.393 -0.083
C 0.359 -0.235 0.555 -0.358
C 0.500 -1.476 1.386 -0.077
C -0.866 0.622 0.859 -0.560
S -2.287 0.048 -0.042 0.711
H 2.750 -1.247 0.073 0.063
H 3.330 0.282 -0.672 0.089
H 2.541 -0.878 -1.710 0.080
H -0.124 1.711 -1.398 0.070
H 1.129 0.766 -2.379 0.099
H 1.627 2.081 -1.297 0.089
H -0.478 -2.001 1.459 0.077
H 0.751 -1.290 2.485 0.103
H 1.197 -2.235 0.967 0.074
H -0.575 1.688 0.630 0.093
H -1.125 0.434 1.889 0.059
H -2.145 0.673 -1.265 -0.129
```

Computed properties:
E_HOMO: -8.4 eV
Gap between HOMO and LUMO: 9.3 eV
Relative energy (zero: lowest compared OMol25 entry of this formula, charge and spin): 12.6 kcal/mol



(2)
Here is C30H29BiF5N5O2Se3 as an isolated structure in a non-equilibrium geometry from the OMol25 dataset. Energies are from ωB97M-V/def2-TZVPD.

XYZ file:
```
75
Properties=species:S:1:pos:R:3:lowdin_charge:R:1
Bi 0.373 -0.632 -0.060 1.285
C 2.047 1.798 -1.614 -0.173
N 0.755 1.175 -1.919 -0.261
C -0.325 2.150 -1.829 -0.115
C -1.702 1.570 -1.639 -0.259
C -2.829 2.319 -1.962 -0.011
C -4.080 1.773 -1.735 -0.060
C -4.175 0.494 -1.207 -0.035
C -3.003 -0.173 -0.903 -0.152
N -1.810 0.365 -1.103 -0.024
C 0.796 0.469 -3.184 -0.146
C -0.131 -0.708 -3.267 -0.268
C -0.696 -1.057 -4.485 -0.001
C -1.486 -2.191 -4.566 -0.036
C -1.689 -2.949 -3.424 -0.023
C -1.094 -2.538 -2.246 -0.154
N -0.333 -1.453 -2.184 -0.084
C 2.055 2.342 -0.213 -0.302
C 2.166 3.701 0.044 -0.020
C 2.049 4.141 1.352 -0.053
C 1.862 3.211 2.360 -0.049
C 1.818 1.871 2.014 -0.147
N 1.904 1.450 0.763 -0.002
H 2.274 2.601 -2.331 0.135
H 2.818 1.024 -1.690 0.054
H -0.337 2.806 -2.713 0.140
H -0.135 2.783 -0.957 0.115
H -2.720 3.317 -2.359 0.117
H -4.970 2.346 -1.943 0.112
H -5.129 0.030 -1.012 0.111
H -3.006 -1.167 -0.470 0.031
H 1.809 0.063 -3.315 0.115
H 0.590 1.139 -4.031 0.137
H -0.507 -0.451 -5.357 0.117
H -1.931 -2.481 -5.505 0.112
H -2.301 -3.837 -3.434 0.113
H -1.228 -3.095 -1.325 0.005
H 2.312 4.403 -0.765 0.115
H 2.079 5.196 1.576 0.113
H 1.732 3.520 3.383 0.113
H 1.686 1.103 2.764 0.102
O 3.937 -4.466 -0.641 -0.083
C 2.733 -4.483 0.090 -0.288
C 2.843 -3.470 1.234 -0.582
C 3.874 -4.026 2.254 -0.226
O 4.143 -3.161 3.325 -0.042
C 1.526 -3.294 1.974 -0.478
Se -0.145 -3.065 0.918 0.547
C 3.394 -2.148 0.708 -0.489
Se 2.653 -1.547 -1.028 0.621
H 3.790 -4.882 -1.495 0.096
H 2.533 -5.480 0.502 0.133
H 1.881 -4.211 -0.546 0.057
H 4.789 -4.285 1.706 0.129
H 3.473 -4.934 2.711 0.130
H 4.603 -2.386 2.988 0.084
H 1.590 -2.444 2.654 0.066
H 1.297 -4.185 2.561 0.065
H 4.455 -2.251 0.481 0.065
H 3.230 -1.331 1.411 0.056
F -3.447 5.388 2.820 0.095
C -2.847 4.199 2.580 -0.228
C -1.414 4.057 2.306 0.004
F -0.945 3.405 1.193 0.021
C -1.891 3.343 3.473 -0.320
F -1.494 3.516 4.737 0.113
C -2.578 2.047 2.998 -0.663
Se -1.643 0.548 2.414 0.550
C -3.984 2.196 3.370 -0.073
F -4.430 2.800 4.489 0.084
C -3.605 2.954 2.193 -0.270
F -4.047 2.745 0.936 0.098
N -3.339 -2.520 1.751 0.096
C -2.794 -2.810 0.770 -0.216
H -3.651 -2.246 2.656 0.077
```

Computed properties:
E_HOMO (spin up / spin down): -6.7 / -6.7 eV
Gap between HOMO and LUMO (spin up / spin down): 5.6 / 6.2 eV
Relative energy (zero: lowest compared OMol25 entry of this formula, charge and spin): 159.2 kcal/mol



(3)
Here is a 6-piece molecular cluster, C32H71N4O12 overall in a non-equilibrium geometry from the OMol25 dataset. Energies are from ωB97M-V/def2-TZVPD.

XYZ file:
```
119
Properties=species:S:1:pos:R:3:lowdin_charge:R:1
C -3.690 5.629 1.940 -0.114
N -3.356 4.932 0.660 -0.113
C -2.145 4.060 0.785 -0.173
C -2.465 2.558 1.234 -0.001
C -2.897 1.522 0.209 -0.007
N -3.223 0.174 0.345 0.115
N -3.155 -0.162 1.623 0.055
C -2.790 0.580 2.744 -0.020
C -2.811 -0.141 4.184 -0.124
O -1.579 -0.880 4.361 -0.072
C -1.596 -1.464 5.684 -0.389
C -1.304 -0.478 6.906 0.010
O -1.809 -2.689 5.785 0.112
C -2.367 2.045 2.691 -0.002
C -1.896 2.932 3.916 -0.132
C -0.469 3.649 3.742 -0.173
C 0.631 2.807 2.933 -0.249
N 1.867 2.690 3.807 -0.031
H -3.487 6.766 1.889 0.097
H -4.809 5.512 2.123 0.095
H -3.034 5.227 2.783 0.056
H -4.155 4.416 0.270 0.104
H -1.711 3.984 -0.286 0.135
H -1.349 4.586 1.405 0.104
H -2.970 1.910 -0.876 0.147
H -3.422 -1.156 1.801 0.184
H -3.669 -0.921 4.205 0.157
H -3.052 0.591 5.036 0.127
H -1.884 0.520 6.837 0.081
H -0.189 -0.187 6.938 0.109
H -1.625 -0.958 7.887 0.104
H -2.673 3.736 4.209 0.128
H -1.811 2.261 4.854 0.107
H -0.590 4.724 3.333 0.100
H -0.047 3.794 4.808 0.125
H 0.955 3.366 1.987 0.115
H 0.332 1.735 2.677 0.105
H 1.792 1.831 4.386 0.074
H 2.702 2.617 3.196 0.070
C 2.737 -2.409 -1.308 -0.081
O 1.632 -1.643 -1.774 -0.203
C 0.654 -1.432 -0.760 -0.191
C 0.764 -0.031 -0.169 -0.204
O 1.981 0.133 0.555 -0.200
C 2.959 0.853 -0.184 -0.094
H 3.539 -2.333 -2.044 0.091
H 3.111 -2.044 -0.348 0.089
H 2.444 -3.459 -1.214 0.084
H 0.730 -2.195 0.023 0.123
H -0.327 -1.537 -1.236 0.120
H -0.053 0.115 0.546 0.096
H 0.669 0.734 -0.949 0.127
H 2.700 1.917 -0.204 0.073
H 3.055 0.478 -1.206 0.087
H 3.920 0.737 0.319 0.095
C 2.209 -8.778 0.243 -0.110
O 2.793 -8.553 1.519 -0.193
C 4.053 -7.890 1.429 -0.196
C 3.923 -6.407 1.757 -0.194
O 3.156 -5.722 0.766 -0.201
C 1.823 -5.476 1.188 -0.120
H 1.166 -9.065 0.391 0.089
H 2.237 -7.882 -0.382 0.082
H 2.730 -9.596 -0.263 0.090
H 4.502 -8.035 0.441 0.127
H 4.711 -8.357 2.168 0.125
H 4.920 -5.957 1.754 0.124
H 3.490 -6.260 2.753 0.126
H 1.811 -4.660 1.918 0.086
H 1.361 -6.366 1.622 0.086
H 1.239 -5.174 0.316 0.078
C 1.853 5.362 -0.816 -0.103
O 0.792 6.006 -0.123 -0.219
C 1.266 6.874 0.907 -0.198
C 1.227 8.333 0.465 -0.196
O 2.159 8.581 -0.584 -0.188
C 1.536 8.642 -1.861 -0.105
H 1.444 4.910 -1.722 0.092
H 2.638 6.065 -1.103 0.090
H 2.278 4.571 -0.189 0.070
H 2.274 6.589 1.226 0.129
H 0.596 6.748 1.764 0.112
H 1.522 8.964 1.308 0.127
H 0.215 8.626 0.164 0.127
H 1.000 9.590 -1.966 0.091
H 0.846 7.809 -2.019 0.082
H 2.316 8.594 -2.622 0.092
C 4.229 -1.093 -5.631 -0.108
O 3.051 -1.873 -5.778 -0.189
C 1.946 -1.328 -5.058 -0.204
C 0.994 -0.582 -5.986 -0.196
O 1.605 0.591 -6.522 -0.197
C 2.052 0.407 -7.859 -0.109
H 4.952 -1.423 -6.379 0.091
H 4.034 -0.028 -5.783 0.084
H 4.656 -1.250 -4.635 0.081
H 2.290 -0.680 -4.246 0.113
H 1.412 -2.171 -4.610 0.122
H 0.126 -0.252 -5.408 0.119
H 0.635 -1.235 -6.789 0.127
H 1.194 0.410 -8.540 0.088
H 2.613 -0.524 -7.977 0.085
H 2.707 1.240 -8.117 0.089
C -3.277 -4.002 0.150 -0.106
O -4.584 -3.505 -0.104 -0.199
C -4.602 -2.536 -1.152 -0.218
C -5.094 -3.142 -2.463 -0.195
O -4.171 -4.105 -2.965 -0.191
C -4.586 -5.441 -2.709 -0.104
H -3.366 -4.889 0.780 0.096
H -2.761 -4.281 -0.771 0.089
H -2.691 -3.247 0.686 0.066
H -3.614 -2.080 -1.279 0.103
H -5.298 -1.749 -0.846 0.114
H -5.166 -2.348 -3.212 0.125
H -6.090 -3.583 -2.343 0.129
H -5.403 -5.710 -3.385 0.092
H -4.905 -5.577 -1.673 0.084
H -3.740 -6.103 -2.901 0.092
```

Computed properties:
E_HOMO: -10.5 eV
Net charge: +1
Gap between HOMO and LUMO: 5.7 eV



(4)
Here is a 7-piece molecular cluster, C4H22N2O8 overall in a non-equilibrium geometry from the OMol25 dataset. Energies are from ωB97M-V/def2-TZVPD.

XYZ file:
```
36
Properties=species:S:1:pos:R:3:lowdin_charge:R:1
N -0.341 1.022 2.970 0.034
C -0.645 0.476 1.636 -0.207
C -0.177 1.244 0.448 -0.525
O -0.426 2.435 0.311 0.037
N 0.530 0.622 -0.543 0.059
C 0.851 -0.806 -0.653 -0.163
C 2.168 -0.990 -1.471 -0.252
O 1.997 -1.546 -2.739 -0.051
H -0.750 1.946 3.036 0.067
H 0.665 1.198 2.860 0.061
H -0.307 -0.566 1.606 0.092
H -1.777 0.333 1.546 0.137
H 0.678 1.199 -1.362 0.141
H 1.218 -1.175 0.297 0.086
H -0.066 -1.306 -1.012 0.130
H 2.576 0.064 -1.532 0.127
H 2.899 -1.640 -0.971 0.125
H 1.252 -1.123 -3.179 0.093
O 2.863 2.573 1.293 -0.056
H 2.402 2.037 0.635 0.006
H 2.487 3.457 1.217 0.053
O -1.864 1.249 -2.979 -0.076
H -2.687 0.954 -2.556 -0.009
H -1.846 2.210 -2.961 0.037
O -3.560 0.554 -1.039 -0.038
H -4.213 0.029 -0.576 0.051
H -2.704 0.456 -0.611 0.027
O -0.537 -3.224 0.844 -0.043
H -0.342 -3.501 -0.057 0.062
H -0.714 -4.004 1.378 0.068
O -3.171 -2.756 0.049 -0.077
H -3.648 -2.118 0.593 0.023
H -2.338 -2.924 0.532 -0.014
O 2.962 -0.175 1.885 -0.044
H 3.489 0.548 2.235 0.035
H 2.930 -0.115 0.924 0.001
```

Computed properties:
E_HOMO: -9.7 eV
Gap between HOMO and LUMO: 9.9 eV
Relative energy (zero: lowest compared OMol25 entry of this formula, charge and spin): 40.3 kcal/mol